# 1
A 3-piece molecular cluster, C6H16O2 overall, computed with ωB97M-V/def2-TZVPD.

Gap between HOMO and LUMO, eV: 10.332
ΔE to the lowest compared entry with this formula, charge and spin, kcal/mol: 23.73
Max |F|, eV/A: 1.60
Electronic energy, Ha: -388.642897
SMILES: C=C(CC)CC.O.O

The geometry in XYZ format:
```
24
C6H16O2 ωB97M-V/def2-TZVPD
C -0.93 2.49 0.35
C -0.22 1.58 -0.67
C 0.00 0.15 -0.18
C 0.71 -0.02 0.93
C -0.50 -0.96 -1.02
C -0.01 -2.35 -0.66
H -0.74 2.16 1.38
H -2.01 2.39 0.22
H -0.55 3.51 0.33
H -0.77 1.69 -1.61
H 0.78 1.95 -0.88
H 1.17 0.85 1.40
H 0.94 -0.95 1.43
H -0.36 -0.80 -2.09
H -1.60 -0.94 -1.06
H -0.17 -3.06 -1.49
H -0.66 -2.80 0.11
H 1.06 -2.44 -0.47
H -2.70 -0.46 2.44
H -1.31 -1.09 1.87
O -2.24 -1.21 2.07
H 3.21 -0.21 -0.43
H 2.43 0.96 -0.90
O 3.13 0.36 -1.21
```

---

# 2
A 3-piece molecular cluster, C6H16O2 overall, computed with ωB97M-V/def2-TZVPD.

Gap between HOMO and LUMO (alpha / beta), eV: 8.808 / 5.197
ΔE to the lowest compared entry with this formula, charge and spin, kcal/mol: 10.03
Net charge: +1
Max |F|, eV/A: 1.13
Electronic energy, Ha: -388.328400
Spin multiplicity: 2

The geometry in XYZ format:
```
24
C6H16O2 ωB97M-V/def2-TZVPD
C 2.30 0.54 0.51
C 1.27 0.78 1.62
C -0.14 0.33 1.24
C -0.48 -1.07 1.44
C 0.39 -2.07 1.93
C -1.85 -1.51 1.11
H 1.81 0.29 -0.43
H 2.93 -0.32 0.73
H 2.99 1.36 0.35
H 1.56 0.25 2.52
H 1.24 1.83 1.94
H -0.94 0.94 1.68
H -0.26 0.49 0.16
H 0.05 -3.10 2.03
H 1.41 -1.87 2.21
H -2.41 -1.94 1.95
H -2.51 -0.75 0.73
H -1.83 -2.31 0.35
H 2.00 2.88 -5.85
H 0.76 3.52 -5.25
O 1.63 3.18 -5.01
H -3.85 -0.41 -2.55
H -2.78 -0.18 -1.50
O -3.29 -0.89 -1.91
```

---

# 3
A 3-piece molecular cluster, C6H16O3 overall, computed with ωB97M-V/def2-TZVPD.

Gap between HOMO and LUMO (alpha / beta), eV: 2.996 / 9.798
ΔE to the lowest compared entry with this formula, charge and spin, kcal/mol: 0.00
Net charge: -1
Max |F|, eV/A: 1.72
Electronic energy, Ha: -463.854113
Spin multiplicity: 2

The geometry in XYZ format:
```
25
C6H16O3 ωB97M-V/def2-TZVPD
C 0.32 -0.71 -2.49
O 1.63 -0.15 -2.68
C 0.42 -1.93 -1.59
C 0.63 -1.50 -0.10
C -0.59 -0.99 0.59
C -0.73 -1.05 1.90
C -1.91 -0.51 2.69
H 0.05 -0.94 -3.52
H -0.39 0.06 -2.17
H 1.87 0.59 -2.09
H 1.29 -2.50 -1.88
H -0.49 -2.54 -1.58
H 1.43 -0.76 -0.17
H 1.03 -2.35 0.46
H -1.42 -0.63 -0.01
H 0.10 -1.28 2.57
H -2.90 -0.82 2.35
H -1.93 -1.03 3.66
H -1.71 0.54 2.91
H 1.04 2.79 -1.09
H 0.48 1.36 -0.80
O 1.14 2.01 -0.51
H 0.88 3.97 1.59
H -0.29 3.96 0.58
O 0.06 4.41 1.37
```

---

# 4
An isolated molecule of C6H16O5Si, computed with ωB97M-V/def2-TZVPD.

Gap between HOMO and LUMO (alpha / beta), eV: 3.613 / 5.866
Max |F|, eV/A: 5.97
Electronic energy, Ha: -903.622374
Spin multiplicity: 3

The geometry in XYZ format:
```
28
C6H16O5Si ωB97M-V/def2-TZVPD
C -0.83 -2.10 1.29
C -2.70 0.96 0.82
C -1.55 -0.61 -2.24
C 3.44 -1.10 0.13
C 1.26 2.87 -0.30
C -0.64 -0.17 -0.03
O -1.24 -1.43 0.14
O -1.26 0.78 0.86
O -0.91 0.30 -1.37
O 2.19 -0.86 -0.47
O 1.88 1.66 -0.01
Si 1.22 0.22 0.34
H -1.62 -2.96 1.50
H -1.01 -1.52 2.25
H 0.16 -2.57 1.15
H -2.99 1.00 -0.26
H -2.91 1.83 1.35
H -3.23 -0.04 1.13
H -1.02 -1.59 -2.13
H -1.29 -0.15 -3.32
H -2.56 -0.79 -2.21
H 3.94 -1.90 -0.46
H 3.37 -1.46 1.19
H 3.99 -0.15 0.08
H 1.98 3.64 -0.08
H 0.30 3.02 0.23
H 0.86 2.90 -1.39
H 1.17 0.21 1.80
```

---

# 5
A 2-piece molecular cluster, C6H16OSi3 overall, computed with ωB97M-V/def2-TZVPD.

Gap between HOMO and LUMO, eV: 6.960
Max |F|, eV/A: 3.79
Electronic energy, Ha: -1181.799716

The geometry in XYZ format:
```
26
C6H16OSi3 ωB97M-V/def2-TZVPD
C -0.69 -0.30 -1.33
C -0.39 0.58 -0.32
C -1.86 -1.27 -1.19
C -1.11 0.53 0.99
C -2.81 -0.88 -0.16
C -2.16 -0.54 1.20
O 0.43 3.19 0.28
Si 3.65 -1.07 -0.72
Si 3.00 0.07 1.13
Si 0.99 1.86 -0.55
H -0.24 -0.29 -2.35
H -2.29 -1.39 -2.22
H -1.43 -2.22 -0.97
H -0.29 0.50 1.74
H -1.55 1.52 1.18
H -3.39 -0.04 -0.41
H -3.58 -1.64 0.06
H -1.64 -1.35 1.64
H -3.01 -0.35 1.88
H 0.96 3.93 0.50
H 4.39 -2.32 -0.51
H 2.26 -1.22 -1.06
H 4.56 -0.22 -1.41
H 2.89 -0.81 2.34
H 3.60 1.16 1.99
H 0.94 2.44 -1.82
```

---

# 6
A 2-piece molecular cluster, C6H16S4 overall, computed with ωB97M-V/def2-TZVPD.

Gap between HOMO and LUMO, eV: 9.208
ΔE to the lowest compared entry with this formula, charge and spin, kcal/mol: 1.15
Max |F|, eV/A: 1.16
Electronic energy, Ha: -1830.939936
SMILES: CCSSC.CCSSC

The geometry in XYZ format:
```
26
C6H16S4 ωB97M-V/def2-TZVPD
S 2.96 1.19 -0.46
S 1.87 1.79 1.20
C 3.00 2.69 -1.45
C 0.00 0.00 0.00
C 0.16 1.39 0.63
H 3.74 3.35 -0.97
H 2.05 3.25 -1.57
H 3.37 2.41 -2.45
H -1.05 -0.29 -0.18
H 0.46 -0.75 0.66
H 0.54 0.00 -0.96
H -0.09 2.09 -0.19
H -0.47 1.66 1.50
S 3.87 -3.35 3.73
S 2.82 -5.14 3.47
C 2.57 -2.03 3.85
C 1.43 -6.35 1.32
C 2.17 -5.01 1.74
H 2.10 -2.00 2.86
H 3.07 -1.07 4.04
H 1.79 -2.18 4.61
H 0.70 -6.68 2.08
H 2.18 -7.15 1.20
H 0.90 -6.22 0.36
H 3.01 -4.81 1.05
H 1.43 -4.21 1.61
```

---

Repeat the third record exactly.
A 3-piece molecular cluster, C6H16O3 overall, computed with ωB97M-V/def2-TZVPD.

Gap between HOMO and LUMO (alpha / beta), eV: 2.996 / 9.798
ΔE to the lowest compared entry with this formula, charge and spin, kcal/mol: 0.00
Net charge: -1
Max |F|, eV/A: 1.72
Electronic energy, Ha: -463.854113
Spin multiplicity: 2

The geometry in XYZ format:
```
25
C6H16O3 ωB97M-V/def2-TZVPD
C 0.32 -0.71 -2.49
O 1.63 -0.15 -2.68
C 0.42 -1.93 -1.59
C 0.63 -1.50 -0.10
C -0.59 -0.99 0.59
C -0.73 -1.05 1.90
C -1.91 -0.51 2.69
H 0.05 -0.94 -3.52
H -0.39 0.06 -2.17
H 1.87 0.59 -2.09
H 1.29 -2.50 -1.88
H -0.49 -2.54 -1.58
H 1.43 -0.76 -0.17
H 1.03 -2.35 0.46
H -1.42 -0.63 -0.01
H 0.10 -1.28 2.57
H -2.90 -0.82 2.35
H -1.93 -1.03 3.66
H -1.71 0.54 2.91
H 1.04 2.79 -1.09
H 0.48 1.36 -0.80
O 1.14 2.01 -0.51
H 0.88 3.97 1.59
H -0.29 3.96 0.58
O 0.06 4.41 1.37
```

---

Which formula does entry 5 have? C6H16OSi3

---

Which value of electronic energy does entry 4 give? -903.622374 Ha

---

The highest electronic energy belongs to which entry? number 2